Record 1
75
Properties=species:S:1:pos:R:3:lowdin_charge:R:1 method="wB97M-V/def2-TZVPD" e_above_lowest_kcal_mol=1.2 homo_ev=-13.6 spin_multiplicity=1 charge=+2 largest_force_ev_per_a=1.7
Pd -0.214 0.125 0.548 0.817
S 2.255 -1.441 1.501 0.487
S 1.429 -1.356 -1.694 0.702
P -1.043 -0.515 2.535 0.917
O 1.720 -1.123 -3.273 -0.189
O 2.904 -1.891 2.693 -0.261
O 0.981 -2.096 1.158 -0.400
O 0.179 -2.032 -1.614 -0.242
O 2.027 0.016 1.417 -0.389
O 1.550 -0.039 -1.109 -0.329
N 0.939 3.226 -3.224 0.215
N -2.108 0.674 0.157 -0.024
N -0.178 1.478 -2.420 0.216
N -3.867 1.945 -0.123 0.198
N -0.488 3.110 0.110 -0.047
C 0.927 -0.575 6.066 -0.047
C 4.562 -2.511 0.472 -0.025
C -4.243 0.682 -0.563 -0.172
C 0.561 1.060 -3.435 -0.112
C 1.900 0.779 -5.913 -0.007
C 1.241 2.139 -4.032 -0.150
C -2.590 0.293 3.045 -0.194
C 1.686 0.585 6.018 -0.043
C 0.130 -0.927 4.987 -0.066
C 1.884 2.044 -5.228 0.138
C -5.434 -1.157 -1.420 -0.054
C 0.099 -0.110 3.857 -0.373
C -1.784 3.058 0.761 -0.128
C 5.336 -3.192 -0.463 -0.020
C 1.656 1.396 4.890 -0.050
C 0.096 2.784 -2.281 -0.200
C 4.858 -3.424 -1.742 -0.036
C -2.583 1.889 0.285 -0.314
C 0.868 1.047 3.809 -0.112
C 2.867 -2.224 -1.188 -0.237
C 3.618 -2.925 -2.116 -0.037
C -1.492 -2.265 2.581 -0.194
C 3.319 -2.015 0.137 -0.196
C -4.292 -1.962 -1.270 -0.051
C -5.434 0.178 -1.072 0.005
C -3.108 -0.114 -0.405 -0.218
C 1.351 -0.313 -5.362 0.068
C -3.111 -1.460 -0.763 -0.013
C 0.734 -0.331 -3.986 -0.198
C -0.469 3.690 -1.225 -0.100
H 0.959 -1.213 6.938 0.117
H 0.219 3.517 0.702 0.127
H 2.384 0.722 -6.878 0.131
H -0.607 -2.889 2.664 0.057
H 4.903 -2.399 1.492 0.124
H -0.445 -1.843 5.030 0.109
H 3.252 -3.067 -3.123 0.121
H -1.620 2.965 1.836 0.123
H -2.378 3.968 0.606 0.134
H -2.004 -2.504 1.649 0.045
H -4.450 2.766 -0.101 0.179
H 1.420 -1.278 -5.848 0.146
H 2.314 0.853 6.858 0.117
H -2.219 -2.067 -0.667 0.097
H -0.227 -0.856 -3.987 0.178
H 1.266 4.175 -3.333 0.191
H 2.264 2.290 4.848 0.114
H -3.410 0.098 2.351 0.054
H 6.308 -3.566 -0.172 0.124
H 0.095 4.626 -1.247 0.138
H -1.485 3.950 -1.542 0.144
H -6.315 0.794 -1.190 0.122
H -2.181 -2.430 3.409 0.067
H 2.359 2.906 -5.684 0.148
H -2.831 -0.152 4.013 0.070
H 5.447 -3.980 -2.457 0.121
H -2.461 1.363 3.202 0.049
H -4.343 -3.002 -1.564 0.117
H -6.337 -1.598 -1.820 0.117
H 0.883 1.652 2.909 0.085



Record 2
74
Properties=species:S:1:pos:R:3:lowdin_charge:R:1 method="wB97M-V/def2-TZVPD" e_above_lowest_kcal_mol=24.7 homo_ev=-7.3 spin_multiplicity=1 largest_force_ev_per_a=1.8
Ta 0.701 -0.654 -0.905 1.328
Te 1.860 -4.093 -2.250 0.410
Se 3.387 -3.307 -0.271 -0.061
Se 2.064 -1.817 0.908 0.141
Se -0.199 -3.074 -1.328 0.011
P -2.455 1.327 -1.962 1.100
O 0.444 1.236 0.365 -0.116
O 0.377 1.338 -1.779 -0.201
N 0.321 -0.489 2.960 0.044
N 3.048 0.451 -1.383 -0.311
N -3.221 -0.950 1.221 0.144
N -1.078 -0.841 0.072 -0.112
N 1.477 1.460 3.369 0.126
N -3.799 0.676 3.021 0.141
C -4.624 1.934 -0.171 -0.111
C 0.023 0.553 5.093 -0.026
C -6.323 0.241 -1.564 -0.079
C -2.658 4.290 -5.493 -0.090
C 2.961 1.861 -1.807 -0.079
C -1.134 -1.480 4.586 -0.080
C -3.496 -0.062 2.187 -0.365
C 0.585 0.499 3.812 -0.387
C -1.483 2.350 -0.700 -0.185
C 0.101 -1.046 -3.964 -0.177
C 4.064 0.394 -0.320 -0.146
C -0.135 1.713 -0.663 -0.685
C -2.105 -0.876 0.649 -0.314
C 2.393 -0.504 -3.524 -0.280
C -1.547 3.483 -5.287 -0.081
C -6.778 0.894 -0.425 -0.080
C -0.517 -1.450 3.352 -0.184
C 1.126 -0.840 -3.036 -0.375
C -3.714 3.336 -3.552 -0.081
C 2.626 -0.396 -4.889 -0.038
C -1.520 2.598 -4.218 -0.098
C 1.597 -0.610 -5.795 -0.076
C -5.018 0.422 -1.991 -0.114
C -3.742 4.212 -4.630 -0.082
C 0.331 -0.933 -5.329 -0.082
C -4.153 1.276 -1.302 -0.414
C 3.510 -0.342 -2.543 -0.187
C -2.600 2.528 -3.334 -0.368
C -0.848 -0.446 5.471 -0.075
C -5.927 1.736 0.272 -0.082
H -6.980 -0.425 -2.109 0.104
H -0.895 -1.296 -3.623 0.064
H -4.660 -0.114 -2.864 0.104
H 3.709 0.933 0.557 0.084
H -0.706 3.532 -5.967 0.103
H 4.270 -0.631 -0.041 -0.010
H 0.263 1.369 5.762 0.106
H 2.547 2.465 -1.002 0.091
H 3.969 2.225 -2.039 0.099
H -0.482 -1.095 -6.026 0.105
H 1.784 -0.522 -6.858 0.102
H -1.417 3.375 -1.067 0.109
H -2.682 4.974 -6.332 0.102
H -7.790 0.735 -0.075 0.103
H -1.913 2.343 0.299 0.083
H -1.818 -2.276 4.843 0.102
H 1.442 2.346 3.845 0.088
H 3.828 -1.316 -2.167 0.057
H 2.338 1.958 -2.688 0.087
H 4.381 0.137 -3.009 0.132
H -4.561 3.278 -2.881 0.101
H -4.612 4.835 -4.795 0.103
H -0.694 -2.243 2.630 0.098
H 3.619 -0.145 -5.245 0.112
H -3.987 2.604 0.392 0.094
H 4.992 0.857 -0.676 0.097
H -1.307 -0.419 6.451 0.107
H -6.263 2.232 1.172 0.107
H 1.499 1.528 2.362 0.055
H -0.665 1.949 -4.067 0.086



Record 3
77
Properties=species:S:1:pos:R:3:lowdin_charge:R:1 method="wB97M-V/def2-TZVPD" e_above_lowest_kcal_mol=3.3 homo_ev=-8.2 spin_multiplicity=1 largest_force_ev_per_a=0.3
Zr -0.268 0.016 -0.822 1.631
S 0.128 -0.573 -3.287 0.577
S -1.592 1.863 1.069 0.653
S 1.499 0.993 -5.483 0.863
O 1.374 -0.560 0.222 -0.261
O -1.268 1.936 -0.401 -0.429
O 1.204 -4.975 -0.508 -0.047
O -0.972 2.876 1.862 -0.260
O -2.204 -0.845 -1.150 -0.347
N 1.308 1.456 -1.645 -0.102
N 0.292 -4.019 -0.943 0.066
N -7.438 2.281 1.709 0.105
N -0.868 -1.571 2.505 0.141
N -1.775 0.387 3.524 0.143
N -1.391 -1.873 -0.844 -0.176
N 1.530 1.724 -2.993 -0.040
N -1.125 0.360 1.289 -0.205
C 2.141 2.043 -0.846 -0.232
C 3.146 3.016 -1.384 0.001
C -4.158 1.163 0.493 -0.038
C -1.444 -1.580 4.819 -0.060
C 2.585 2.640 1.520 -0.036
C 1.860 0.379 1.030 -0.357
C 3.863 -0.661 -3.211 -0.055
C 2.488 1.017 3.272 -0.063
C 5.849 1.188 -3.774 -0.091
C -1.263 -0.292 2.490 -0.443
C 2.074 0.058 2.379 -0.019
C -3.323 1.984 1.245 -0.301
C 2.795 -0.305 -5.456 -0.425
C -5.523 1.255 0.660 -0.019
C 4.878 0.901 -4.721 -0.049
C 5.825 0.555 -2.536 -0.103
C -3.268 -3.409 -0.811 -0.003
C -1.822 -3.058 -0.695 -0.279
C 1.055 0.821 -3.767 -1.082
C -1.861 -0.268 4.674 -0.120
C 2.726 2.328 2.850 -0.079
C -3.845 2.881 2.165 -0.051
C 3.877 -0.028 -4.451 -0.304
C -6.070 2.160 1.579 -0.315
C -5.212 2.971 2.329 -0.024
C 2.159 1.688 0.577 -0.116
C -0.819 -4.087 -0.330 -0.296
C 4.828 -0.368 -2.256 -0.081
C -1.197 -5.074 0.733 -0.006
C -0.956 -2.189 3.676 -0.138
H -6.183 0.628 0.072 0.113
H -5.628 3.674 3.041 0.112
H 3.025 3.087 3.559 0.103
H -3.387 -4.372 -1.307 0.088
H 3.730 2.529 -2.165 0.072
H -3.723 -3.483 0.180 0.094
H 2.618 0.754 4.315 0.106
H 6.580 0.783 -1.795 0.101
H 4.794 -0.860 -1.292 0.105
H -1.528 -4.530 1.620 0.075
H -2.278 0.284 5.510 0.111
H -7.999 1.514 1.380 0.092
H 2.310 -1.262 -5.263 0.066
H 2.630 3.852 -1.858 0.100
H 3.188 -0.313 -6.473 0.077
H 6.625 1.908 -4.000 0.102
H -2.033 -5.690 0.396 0.085
H 1.868 -0.958 2.686 0.113
H -3.735 0.453 -0.207 0.095
H -0.619 -3.221 3.697 0.105
H -3.172 3.495 2.747 0.116
H 1.975 -4.788 -1.052 0.094
H -0.365 -5.720 0.990 0.073
H 3.814 3.372 -0.608 0.075
H 3.081 -1.376 -2.986 0.100
H -3.788 -2.636 -1.371 0.078
H -1.505 -2.100 5.764 0.096
H 4.887 1.410 -5.678 0.115
H 2.776 3.652 1.190 0.114
H -7.783 2.713 2.549 0.092



no.,E_LUMO (hartree)
1,-0.298
2,-0.055
3,0.004